Arrangement P

Density functional theory data (ωB97M-V/def2-TZVPD) for a structure of composition C40H44CoF6N7O2P3S2.

Geometry as ORCA input:
```
! RIJCOSX wB97M-V def2-TZVPD def2/J DEFGRID3
* xyz 1 1
Co 0.13508 -0.48846 -0.21034
C -0.44152 -1.65531 3.84331
N -0.77386 -1.50355 2.40427
P 0.12898 -2.27873 1.19570
C -0.78727 -3.77189 0.75088
C -0.44902 -4.44578 -0.42544
C -1.09188 -5.62745 -0.75992
C -2.07249 -6.14494 0.07904
C -2.40064 -5.48611 1.25623
C -1.75746 -4.30131 1.59374
C 1.63858 -2.99683 1.85904
C 1.54568 -4.13093 2.67361
C 2.69144 -4.70340 3.19407
C 3.93702 -4.15508 2.90210
C 4.03597 -3.04801 2.07358
C 2.88970 -2.47418 1.54204
P -1.30024 -0.03903 1.66538
C -1.86926 1.03888 3.01608
C -2.83387 0.50385 3.87505
C -3.41432 1.30708 4.83830
C -3.06616 2.65317 4.93187
C -2.11127 3.18313 4.08257
C -1.49897 2.37451 3.12955
C -2.93817 -0.37998 0.94664
C -3.44012 0.60309 0.08982
C -4.70299 0.46012 -0.46997
C -5.47051 -0.66506 -0.17707
C -4.96889 -1.64324 0.66971
C -3.70264 -1.50106 1.23022
H -1.10455 -2.37499 4.32875
H -0.54200 -0.69983 4.34738
H 0.58714 -1.98172 3.95982
H 0.31991 -4.04438 -1.07820
H -0.82745 -6.14743 -1.67273
H -2.57408 -7.06847 -0.18049
H -3.15682 -5.89416 1.91551
H -2.00768 -3.79527 2.51908
H 0.58157 -4.57092 2.90338
H 2.61459 -5.58238 3.82227
H 4.83109 -4.59987 3.32053
H 5.00346 -2.61665 1.84602
H 2.97473 -1.62413 0.88860
H -3.13996 -0.53222 3.78598
H -4.14891 0.88560 5.51294
H -3.54845 3.28504 5.66774
H -1.83637 4.22828 4.15647
H -0.73310 2.78023 2.49334
H -2.85041 1.48650 -0.15670
H -5.07963 1.22712 -1.13795
H -6.46045 -0.77415 -0.60502
H -5.56240 -2.52130 0.89904
H -3.32389 -2.26058 1.90013
N 2.68524 6.12665 1.48631
C 1.98364 5.27255 0.66831
C 2.43563 4.99995 -0.62604
C 1.74581 4.12487 -1.43766
C 0.58811 3.51790 -0.96677
C 0.09179 3.82675 0.29476
C 0.78117 4.69691 1.10493
S -0.35386 2.57019 -2.05023
O 0.31994 2.53876 -3.32158
O -1.71639 3.01752 -1.95113
N -0.30709 0.98710 -1.48192
C -1.25912 0.18932 -2.02793
N -1.28033 -0.98464 -1.34854
C -2.17672 -1.91961 -1.66332
C -3.07196 -1.69423 -2.67658
C -2.94892 -0.48822 -3.36713
N -2.04490 0.43673 -3.08471
H 3.62054 6.38577 1.23299
H 2.47100 6.14793 2.46588
H 3.33848 5.48020 -0.98824
H 2.08483 3.91601 -2.44449
H -0.85632 3.40987 0.61136
H 0.41198 4.93938 2.09820
H -2.16531 -2.83723 -1.09629
H -3.82396 -2.42779 -2.92741
H -3.60084 -0.26905 -4.20842
C 0.34261 -1.52179 -4.35661
N 1.39715 -0.57165 -4.00716
C 1.40281 0.63222 -4.85507
C 2.11212 -0.64790 -2.88976
S 1.65971 -1.60836 -1.50312
N 3.28572 -0.00430 -2.83522
C 4.16509 0.11032 -4.00521
C 3.94963 0.30893 -1.55976
H 0.34559 -1.63744 -5.44041
H -0.62265 -1.14669 -4.05487
H 0.52807 -2.48537 -3.89278
H 0.37279 0.97425 -4.94657
H 1.80079 0.41856 -5.84674
H 1.97428 1.42437 -4.38842
H 3.76286 -0.44827 -4.84296
H 5.13339 -0.31412 -3.73939
H 4.31210 1.14947 -4.29839
H 3.22079 0.52762 -0.78823
H 4.56902 1.19042 -1.71869
H 4.58060 -0.51945 -1.23328
F 1.68596 0.34500 0.66597
P 2.55145 1.12073 2.03485
F 2.84403 2.29621 1.03081
F 2.13352 -0.16337 2.90107
F 3.84409 0.34387 1.51121
F 3.30190 1.79454 3.24162
F 1.14000 1.77477 2.42033
*
```

HOMO energy	-10.167	eV
gap between HOMO and LUMO	6.41	eV


Arrangement Q

Density functional theory data (ωB97M-V/def2-TZVPD) for a structure of composition C40H44CoF6N7O2P3S2.

Geometry as ORCA input:
```
! RIJCOSX wB97M-V def2-TZVPD def2/J DEFGRID3
* xyz 1 1
Co 0.37398 -0.10629 0.09678
C -2.55722 -2.40033 -0.03104
N -1.08373 -2.62537 -0.03403
P -0.31774 -1.84812 1.32376
C -1.56647 -1.74423 2.62846
C -2.13261 -0.55494 3.06423
C -3.11094 -0.56786 4.05020
C -3.53104 -1.77060 4.59135
C -2.96713 -2.96499 4.15884
C -1.98174 -2.95693 3.18962
C 0.83542 -3.05000 1.98409
C 1.09463 -4.25206 1.33436
C 1.95175 -5.16916 1.92176
C 2.55076 -4.88239 3.14025
C 2.28067 -3.68642 3.79338
C 1.41746 -2.77041 3.22050
P -0.13820 -1.86182 -1.32241
C -1.16567 -2.09877 -2.78870
C -1.23944 -1.15177 -3.80347
C -1.94804 -1.44117 -4.96213
C -2.57716 -2.66753 -5.10612
C -2.49948 -3.61540 -4.09310
C -1.79430 -3.33778 -2.93512
C 1.29091 -2.91626 -1.61410
C 2.40179 -2.72335 -0.81133
C 3.54693 -3.48113 -0.99024
C 3.59280 -4.42130 -2.00664
C 2.49934 -4.59018 -2.84931
C 1.35322 -3.83753 -2.66443
H -2.99451 -2.99547 0.76750
H -2.98009 -2.73294 -0.97230
H -2.84082 -1.36142 0.11908
H -1.81249 0.37651 2.64421
H -3.54044 0.36291 4.39459
H -4.29569 -1.78241 5.35596
H -3.28861 -3.90442 4.58696
H -1.53276 -3.88767 2.86768
H 0.62164 -4.47613 0.38805
H 2.15762 -6.10479 1.42070
H 3.23202 -5.59564 3.58351
H 2.74689 -3.46139 4.74145
H 1.21264 -1.83806 3.73218
H -0.72525 -0.20816 -3.70117
H -2.00184 -0.70766 -5.75465
H -3.12594 -2.89120 -6.01085
H -2.98121 -4.57701 -4.20789
H -1.72483 -4.07945 -2.14858
H 2.41188 -1.97680 -0.03466
H 4.39006 -3.31732 -0.33548
H 4.48563 -5.01207 -2.15934
H 2.54383 -5.30315 -3.66153
H 0.52510 -3.96574 -3.34691
N 7.32047 4.01654 1.14010
C 6.36519 3.07144 1.37862
C 5.94384 2.21396 0.35165
C 4.99530 1.24734 0.59548
C 4.44092 1.13209 1.86781
C 4.82865 1.98889 2.89143
C 5.78572 2.95056 2.64849
S 3.27996 -0.12347 2.17846
O 3.00806 -0.17156 3.58597
O 3.68578 -1.32169 1.50106
N 1.88464 0.35836 1.39657
C 1.20309 1.40624 1.90063
N -0.01870 1.44528 1.34288
C -0.86360 2.40065 1.72705
C -0.48871 3.32816 2.66859
C 0.81572 3.22507 3.16025
N 1.66518 2.28844 2.78819
H 7.78665 4.06292 0.25232
H 7.66358 4.59667 1.88324
H 6.36933 2.31548 -0.63803
H 4.67953 0.58573 -0.19389
H 4.37644 1.88643 3.86666
H 6.09382 3.62192 3.43950
H -1.84386 2.39770 1.26471
H -1.16433 4.10034 2.99980
H 1.18835 3.94013 3.88451
C -0.37397 3.56724 -1.46208
N -1.29368 3.03853 -2.45695
C -1.10321 3.61990 -3.78545
C -2.08451 1.98551 -2.23643
S -1.88477 0.83949 -0.95810
N -3.19124 1.83535 -2.98511
C -3.92801 2.98144 -3.52064
C -3.97022 0.60301 -2.96693
H -0.49614 4.65066 -1.43086
H 0.65554 3.33260 -1.72196
H -0.60397 3.15240 -0.49046
H -0.03287 3.74659 -3.93665
H -1.58991 4.59055 -3.87893
H -1.47265 2.94316 -4.54934
H -3.59854 3.89892 -3.04424
H -4.98287 2.83842 -3.28780
H -3.82188 3.07444 -4.60118
H -3.32039 -0.26656 -2.97525
H -4.59240 0.59288 -3.85938
H -4.60890 0.55836 -2.08216
F 1.18310 1.07000 -1.29243
P 2.21976 0.89987 -2.70260
F 1.41380 -0.47188 -3.02101
F 3.12891 0.74383 -3.97994
F 2.88433 2.27433 -2.25356
F 3.21215 0.06791 -1.77265
F 1.07640 1.69971 -3.50909
*
```

HOMO energy (spin up / spin down)	-9.723 / -9.722	eV
gap between HOMO and LUMO (spin up / spin down)	6.02 / 5.45	eV


Which structure is most stable? arrangement P, by 0.0413 hartree over the runner-up.


Arrangement P

Density functional theory data (ωB97M-V/def2-TZVPD) for a structure of composition H8LiO4.

Geometry as ORCA input:
```
! RIJCOSX wB97M-V def2-TZVPD def2/J DEFGRID3
* xyz 1 1
Li 18.06750 -10.73325 7.76819
O 17.31600 -11.77998 9.32369
H 17.20955 -11.40049 10.20623
H 16.69015 -12.51484 9.26239
O 17.98538 -8.88080 8.53605
H 17.16020 -8.40514 8.36615
H 18.53122 -8.28605 9.06625
O 19.96369 -11.46859 7.33832
H 20.89565 -11.57630 7.56649
H 19.72260 -12.30361 6.90724
O 17.12902 -10.52520 5.99747
H 16.17976 -10.70591 5.93994
H 17.37962 -10.12916 5.15198
*
```

HOMO energy	-16.138	eV
gap between HOMO and LUMO	12.75	eV


Arrangement Q

Density functional theory data (ωB97M-V/def2-TZVPD) for a structure of composition H8LiO4.

Geometry as ORCA input:
```
! RIJCOSX wB97M-V def2-TZVPD def2/J DEFGRID3
* xyz 1 1
Li 0.52770 1.71957 -0.53397
O -2.63727 2.34096 -0.11072
H -0.05507 -0.27678 0.34752
H -0.67178 -0.73764 1.96987
O 1.82448 -2.74951 -1.54964
H -1.28094 0.37101 1.67452
H 2.39984 0.28632 0.33593
O -0.81957 2.14563 -1.55956
H -0.58712 2.19821 0.64922
H 1.93176 -1.08169 -0.45331
O -0.86340 -2.07979 -2.07334
H 1.95136 -0.01817 2.03513
H -1.71999 -2.11812 -0.73166
*
```

HOMO energy	-14.797	eV
gap between HOMO and LUMO	4.71	eV


Which structure is most stable? arrangement P, by 1.6796 hartree over the runner-up.